Entry 1:
{
  "formula": "C5H13NO",
  "method": "ωB97M-V with the def2-TZVPD basis set",
  "species": ["H", "O", "H", "H", "H", "C", "C", "H", "H", "C", "H", "H", "H", "H", "C", "N", "H", "H", "H", "C"],
  "coordinates": [[-2.92, -0.60, -0.78], [3.78, 1.02, 0.94], [-3.20, 0.66, 0.39], [3.41, 0.43, 0.28], [-0.58, -1.27, -1.92], [-2.42, -0.01, 0.04], [0.46, -1.26, -1.44], [-2.70, -1.50, 1.61], [-1.12, 0.59, -1.65], [-1.27, 0.86, -0.52], [0.19, 0.57, 1.09], [0.91, -2.10, -1.92], [3.14, 1.14, 1.57], [-1.12, -1.68, 0.70], [0.11, 0.61, 0.01], [0.92, -0.44, -0.56], [-1.41, -0.35, 1.89], [0.72, 1.64, 0.10], [-1.66, 1.87, -0.44], [-1.92, -0.95, 1.14]],
  "homo_energy_ha": -0.3662,
  "homo_lumo_gap_ev": 10.84,
  "charge": 0,
  "total_energy_ha": -328.219571,
  "e_above_lowest_kj_mol": 260.65,
  "lumo_ev": 0.9,
  "smiles": "C=NCCCC.O"
}


Entry 2:
{
  "formula": "C5H13NO",
  "method": "ωB97M-V with the def2-TZVPD basis set",
  "species": ["H", "H", "H", "N", "H", "O", "C", "C", "H", "C", "H", "H", "C", "H", "H", "H", "C", "H", "H", "H"],
  "coordinates": [[-3.16, 1.54, 0.05], [0.35, -1.66, 0.09], [2.59, -1.88, -0.68], [-1.88, -0.13, -0.30], [1.11, 1.25, 0.51], [3.26, -0.07, 0.10], [0.36, 0.46, 0.55], [-2.90, 0.56, 0.48], [1.45, -1.19, 1.40], [2.23, -0.86, -0.52], [-0.11, 0.54, 1.53], [1.99, -0.42, -1.49], [-0.69, 0.67, -0.54], [-3.79, -0.06, 0.53], [-2.28, -0.43, -1.18], [4.11, -0.28, -0.30], [1.05, -0.89, 0.42], [-0.25, 0.37, -1.50], [-2.52, 0.73, 1.49], [-0.91, 1.75, -0.63]],
  "homo_energy_ha": -0.3238,
  "homo_lumo_gap_ev": 9.85,
  "charge": 0,
  "total_energy_ha": -328.278849,
  "e_above_lowest_kj_mol": 105.01,
  "lumo_ev": 1.0,
  "smiles": "CNCCCCO"
}


Entry 3:
{
  "formula": "C5H13NO",
  "method": "ωB97M-V with the def2-TZVPD basis set",
  "species": ["C", "H", "H", "C", "C", "H", "C", "H", "H", "H", "C", "H", "H", "H", "O", "H", "H", "N", "H", "H"],
  "coordinates": [[-1.88, 2.44, -2.46], [-1.79, 2.16, -3.45], [1.21, -0.22, -0.61], [-0.05, -0.81, 0.89], [-0.68, 1.79, -1.65], [3.39, -0.90, 0.43], [1.31, -0.32, 0.50], [0.18, 2.36, -1.59], [2.71, -1.14, 2.05], [-0.93, 1.50, -0.65], [2.52, -1.19, 0.99], [-1.10, -2.43, 1.58], [-0.41, 0.95, -2.19], [1.36, 0.71, 0.88], [-1.00, -0.01, 0.92], [2.50, -2.24, 0.77], [-1.59, 3.51, -2.23], [-0.34, -2.14, 1.26], [-2.93, 2.10, -2.07], [0.43, -2.69, 1.28]],
  "homo_energy_ha": -0.3527,
  "homo_lumo_gap_ev": 10.43,
  "charge": 0,
  "total_energy_ha": -328.252392,
  "e_above_lowest_kj_mol": 174.48,
  "lumo_ev": 0.8,
  "smiles": "CCC(N)=O.CC"
}


Entry 4:
{
  "formula": "C5H13NO",
  "method": "ωB97M-V with the def2-TZVPD basis set",
  "species": ["H", "H", "C", "H", "C", "H", "H", "H", "N", "C", "C", "H", "O", "H", "H", "H", "H", "H", "H", "C"],
  "coordinates": [[1.00, -2.78, -1.40], [2.94, -2.26, -2.23], [1.05, -1.70, -1.42], [2.84, -0.54, -2.07], [-0.26, -1.04, -1.98], [-1.03, -1.74, -1.63], [-0.36, -0.06, -1.53], [1.15, -1.27, -0.43], [-0.57, 0.67, 2.98], [2.26, -1.42, -2.35], [-2.04, 2.44, 2.23], [1.93, -1.26, -3.37], [0.08, 2.05, 1.25], [0.29, 0.15, 2.88], [-0.16, -0.86, -3.05], [-2.97, 2.15, 1.76], [-2.26, 2.40, 3.29], [-1.33, 0.05, 3.20], [-1.81, 3.39, 1.84], [-0.75, 1.64, 2.02]],
  "homo_energy_ha": -0.3660,
  "homo_lumo_gap_ev": 10.74,
  "charge": 0,
  "total_energy_ha": -328.291455,
  "e_above_lowest_kj_mol": 71.91,
  "lumo_ev": 0.8,
  "smiles": "CC(N)=O.CCC"
}


Entry 5:
{
  "formula": "C5H13NO",
  "method": "ωB97M-V with the def2-TZVPD basis set",
  "species": ["C", "H", "C", "H", "H", "H", "H", "N", "C", "H", "H", "H", "C", "H", "H", "H", "C", "H", "H", "O"],
  "coordinates": [[-1.14, -2.91, 1.84], [-0.97, 0.07, -1.85], [-0.52, -0.85, 0.44], [-1.25, -0.86, 2.46], [1.85, 0.61, -1.31], [-1.24, -3.46, 2.76], [-2.09, -3.05, 1.30], [0.88, 0.54, -1.04], [0.61, -0.30, 0.02], [0.35, -1.44, 2.23], [0.24, 0.44, -3.07], [-0.47, -3.53, 1.22], [-0.13, 0.72, -2.08], [0.89, 2.74, -1.07], [0.01, 3.62, -0.28], [-1.45, -0.77, -0.10], [-0.65, -1.49, 1.79], [-0.53, 1.73, -2.08], [1.43, -0.37, 0.74], [0.91, 3.61, -0.63]],
  "homo_energy_ha": -0.2985,
  "homo_lumo_gap_ev": 8.98,
  "charge": 0,
  "total_energy_ha": -328.260556,
  "e_above_lowest_kj_mol": 153.04,
  "lumo_ev": 0.9,
  "smiles": "CC/C=C/NC.O"
}


Entry 6:
{
  "formula": "C5H13NO",
  "method": "ωB97M-V with the def2-TZVPD basis set",
  "species": ["C", "H", "C", "O", "H", "H", "H", "H", "H", "C", "N", "H", "H", "H", "H", "C", "H", "H", "C", "H"],
  "coordinates": [[-1.24, 1.16, 0.94], [0.82, 2.89, -1.52], [1.89, 0.46, -1.26], [-0.99, -3.76, 1.57], [0.09, -1.68, 0.10], [1.48, 3.00, -0.09], [-0.89, 1.34, 1.96], [-2.11, 0.51, 1.00], [1.63, -0.46, -1.78], [-0.59, -0.98, -0.36], [0.69, 2.57, -0.57], [-0.37, -1.06, -1.42], [-0.90, -3.65, 2.52], [2.34, 1.17, -1.94], [-1.84, -4.17, 1.36], [0.73, 1.13, -0.54], [2.66, 0.24, -0.53], [-1.59, -1.25, -0.05], [-0.23, 0.43, 0.07], [-1.60, 2.11, 0.54]],
  "homo_energy_ha": -0.3007,
  "homo_lumo_gap_ev": 9.03,
  "charge": 0,
  "total_energy_ha": -328.261326,
  "e_above_lowest_kj_mol": 151.02,
  "lumo_ev": 0.8,
  "smiles": "CC(C)=C(C)N.O"
}


Entry 7:
{
  "formula": "C5H13NO",
  "method": "ωB97M-V with the def2-TZVPD basis set",
  "species": ["N", "H", "H", "H", "H", "H", "H", "H", "C", "H", "H", "C", "C", "C", "C", "H", "H", "H", "H", "O"],
  "coordinates": [[-2.32, -1.11, 1.26], [-1.10, 2.11, -1.75], [-0.01, 0.74, -1.45], [-2.93, 0.89, -0.54], [-2.15, -2.07, 1.50], [2.36, -1.25, 1.56], [1.53, -1.36, 0.10], [2.83, 1.07, 1.26], [-1.66, -0.71, 0.13], [-1.46, 0.57, -2.43], [3.25, -1.48, -0.01], [2.46, -0.96, 0.52], [2.61, 0.54, 0.33], [-1.87, 0.71, -0.31], [-1.04, 1.06, -1.54], [1.74, 1.11, -0.01], [-1.66, 1.40, 0.50], [3.43, 0.87, -0.31], [-3.18, -0.69, 1.57], [-0.84, -1.45, -0.38]],
  "homo_energy_ha": -0.3655,
  "homo_lumo_gap_ev": 10.82,
  "charge": 0,
  "total_energy_ha": -328.309015,
  "e_above_lowest_kj_mol": 25.81,
  "lumo_ev": 0.9,
  "smiles": "CCC(N)=O.CC"
}


Entry 8:
{
  "formula": "C5H13NO",
  "method": "ωB97M-V with the def2-TZVPD basis set",
  "species": ["H", "C", "H", "C", "C", "H", "C", "H", "H", "N", "O", "H", "H", "H", "H", "H", "C", "H", "H", "H"],
  "coordinates": [[1.48, -3.45, -1.68], [-0.70, 2.08, 0.92], [1.33, 0.69, -2.68], [1.93, -0.05, -2.15], [1.88, -2.48, -1.38], [2.97, 0.00, -2.51], [1.34, -1.43, -2.32], [1.62, -2.29, -0.33], [1.50, -1.77, -3.34], [-0.89, -0.15, 1.88], [-2.72, 1.17, 1.80], [0.21, 1.71, 0.43], [-1.37, -0.87, 2.40], [-0.36, 2.79, 1.68], [0.27, -1.35, -2.15], [0.11, -0.22, 1.84], [-1.54, 1.00, 1.58], [2.03, 0.27, -1.11], [2.97, -2.59, -1.43], [-1.40, 2.55, 0.23]],
  "homo_energy_ha": -0.3616,
  "homo_lumo_gap_ev": 10.56,
  "charge": 0,
  "total_energy_ha": -328.316053,
  "e_above_lowest_kj_mol": 7.33,
  "lumo_ev": 0.7,
  "smiles": "CC(N)=O.CCC"
}


Entry 9:
{
  "formula": "C5H13NO",
  "method": "ωB97M-V with the def2-TZVPD basis set",
  "species": ["H", "H", "O", "H", "C", "H", "N", "H", "C", "C", "H", "H", "C", "H", "H", "H", "H", "H", "C", "H"],
  "coordinates": [[-2.57, 1.30, 0.39], [-2.10, -1.43, -1.03], [2.63, -1.20, -0.60], [0.29, 0.84, 1.78], [2.08, 0.99, -0.52], [-1.89, 1.18, -1.23], [1.54, -0.34, -0.25], [-1.17, -2.27, 0.22], [-0.06, -0.09, 1.34], [-0.92, -0.11, 0.23], [0.11, -0.29, -0.55], [-1.02, 2.06, 0.03], [-1.64, 1.18, -0.17], [2.92, 1.21, 0.15], [-2.64, -1.38, 0.65], [0.18, -0.99, 1.89], [2.27, -2.08, -0.41], [2.43, 1.06, -1.55], [-1.75, -1.37, 0.00], [1.30, 1.73, -0.35]],
  "homo_energy_ha": [-0.2923, -0.2923],
  "homo_lumo_gap_ev": [8.45, 8.45],
  "charge": 0,
  "total_energy_ha": -328.110143,
  "e_above_lowest_kj_mol": 547.95,
  "lumo_ev": [0.5, 0.5]
}


Entry 10:
{
  "formula": "C5H13NO",
  "method": "ωB97M-V with the def2-TZVPD basis set",
  "species": ["C", "H", "H", "H", "H", "H", "C", "H", "H", "N", "H", "H", "C", "C", "H", "H", "H", "C", "O", "H"],
  "coordinates": [[-2.16, -0.44, -0.75], [1.70, 0.80, 2.10], [1.42, -1.47, 1.46], [-3.19, -0.07, -0.85], [-1.91, -0.04, 1.39], [2.63, -1.31, -0.81], [-1.49, 0.21, 0.42], [2.39, 1.05, 0.46], [1.19, -0.49, -1.44], [-1.05, 1.46, 0.42], [0.57, 1.28, 0.79], [-1.63, -0.23, -1.68], [1.54, -1.21, -0.70], [1.56, 0.64, 1.04], [-0.66, 2.89, -0.75], [1.08, -2.17, -0.93], [-0.11, -0.62, 0.63], [1.18, -0.74, 0.69], [-0.85, 1.96, -0.90], [-2.19, -1.52, -0.61]],
  "homo_energy_ha": -0.3307,
  "homo_lumo_gap_ev": 9.93,
  "charge": 0,
  "total_energy_ha": -328.168494,
  "e_above_lowest_kj_mol": 394.75,
  "lumo_ev": 0.9,
  "smiles": "C/C=N\\O.CCC"
}


Entry 11:
{
  "formula": "C5H13NO",
  "method": "ωB97M-V with the def2-TZVPD basis set",
  "species": ["C", "O", "H", "H", "H", "H", "H", "C", "C", "H", "H", "H", "H", "N", "H", "H", "H", "C", "H", "C"],
  "coordinates": [[0.13, -0.38, -0.45], [-2.32, -1.41, 3.90], [-0.88, -0.11, 1.33], [1.43, 1.60, -2.62], [0.19, 1.78, 1.16], [0.34, 2.97, -0.14], [1.27, -2.04, -0.51], [0.45, 1.27, -2.28], [0.30, 0.88, -0.84], [0.07, 0.43, -2.86], [-0.28, -1.64, 1.21], [0.78, -1.53, -2.27], [-1.98, -2.30, 3.98], [-0.23, -0.70, 0.84], [-0.24, -2.35, -1.06], [-0.29, 2.03, -2.54], [-1.55, -0.85, 3.76], [0.56, -1.60, -1.22], [1.66, 1.99, 0.45], [0.60, 1.96, 0.17]],
  "homo_energy_ha": -0.2725,
  "homo_lumo_gap_ev": 8.05,
  "charge": 0,
  "total_energy_ha": -328.259062,
  "e_above_lowest_kj_mol": 156.96,
  "lumo_ev": 0.6,
  "smiles": "CC(C)=C(C)N.O"
}


Entry 12:
{
  "formula": "C5H13NO",
  "method": "ωB97M-V with the def2-TZVPD basis set",
  "species": ["H", "N", "H", "C", "H", "C", "H", "O", "H", "H", "H", "C", "H", "C", "H", "H", "H", "H", "H", "C"],
  "coordinates": [[2.81, 2.08, 0.92], [0.34, 0.60, 1.03], [2.93, 0.64, -0.18], [-0.73, -0.20, 0.64], [-3.55, -1.06, -0.57], [2.85, 0.94, 0.96], [-0.55, -1.26, 0.90], [-0.06, -0.51, -2.49], [0.16, 0.17, -1.87], [-2.23, 1.13, 0.03], [3.79, 0.51, 1.47], [1.60, 0.16, 1.51], [-2.72, -0.49, -2.00], [-1.78, 0.11, -0.13], [-0.34, -1.33, -2.05], [-2.10, -1.99, -0.96], [0.02, 1.55, 1.28], [1.55, -0.98, 1.14], [1.75, 0.19, 2.68], [-2.50, -0.89, -0.99]],
  "homo_energy_ha": -0.2831,
  "homo_lumo_gap_ev": 8.72,
  "charge": 0,
  "total_energy_ha": -328.209305,
  "e_above_lowest_kj_mol": 287.60,
  "lumo_ev": 1.0,
  "smiles": "C/C=C/NCC.O"
}